1.
2 unconnected molecules or ions with the total composition C32H36BF2NO2S, computed with ωB97M-V/def2-TZVPD.

Positions of all 75 atoms, in Å:
H1 1.65097 0.05301 -1.18242
C1 -0.71112 2.53743 5.28989
H2 -1.46623 2.48351 6.08637
O1 0.30872 -0.17391 3.80701
C2 -5.05271 -0.85027 0.22347
O2 -0.04063 2.03839 3.13360
C3 -3.72837 -0.40141 -0.26067
H3 1.13694 -3.67593 -6.24547
H4 -1.07607 -1.45194 5.69698
C4 1.34559 -0.79834 1.25319
C5 0.55933 0.03315 -4.55689
C6 0.68059 -2.28648 -3.77732
C7 -1.54665 -0.31108 -1.50527
C8 1.09156 -2.09107 0.78261
H5 2.64808 -3.41374 -5.33607
H6 0.08481 -2.32340 0.42001
H7 -2.36704 3.28510 3.26852
H8 2.48239 0.17541 -6.53248
H9 -3.02339 -0.59160 3.88998
F1 4.33299 -3.67411 1.35920
H10 -5.33516 -1.75735 -0.33040
H11 -5.01759 -1.09531 1.29703
C9 2.58452 -0.52958 1.86969
H12 0.39585 3.19495 1.46229
H13 -5.80676 -0.07215 0.05177
C10 -1.15494 -0.35703 5.69355
H14 4.54360 -1.26087 2.40024
F2 3.07590 4.26737 -2.00092
C11 2.36900 3.35034 -1.25832
H15 0.81612 0.80406 -5.28251
H16 0.25509 2.18507 5.67316
C12 -0.18160 0.36060 -3.44426
S1 -2.55543 -1.54363 -0.78016
C13 -3.26834 0.90341 -0.44463
C14 2.01955 -3.02412 -6.15000
C15 -2.03364 0.95152 -1.15174
C16 0.40073 0.37002 1.13697
H17 2.76607 0.46851 2.27441
H18 2.53988 -1.19032 -7.68685
H19 -1.50342 1.86356 -1.40639
C17 0.97225 -1.30531 -4.76469
H20 -2.50906 1.75817 2.40633
C18 -1.11164 1.72176 4.06011
H21 -2.08848 -0.33647 2.39499
C19 3.59353 -1.47826 1.91832
C20 -2.01983 -0.65574 3.44248
C21 1.66845 1.10139 -0.88568
H22 -3.81515 1.78784 -0.11409
H23 -0.63085 0.12612 0.85782
H24 1.00432 -3.31894 -3.93904
H25 -1.71832 -1.71252 3.43520
C22 3.32797 -2.73051 1.35613
H26 -0.38815 0.04239 6.36605
H27 1.94009 -4.04499 0.34584
H28 2.93289 1.69020 -2.54304
C23 2.38211 2.01229 -1.66050
C24 1.67099 3.78757 -0.13903
C25 0.99452 1.47176 0.29481
H29 -3.27494 1.94209 4.01360
C26 -0.09256 -1.95532 -2.68655
B1 0.56263 0.83834 2.88885
C27 -2.39755 2.19910 3.40666
C28 -1.01793 0.14411 4.27035
H30 -0.46371 1.39884 -3.27798
C29 0.95989 2.84598 0.60736
H31 -2.14965 -0.10508 6.08533
H32 1.00803 -0.31698 -7.41451
H33 -0.58640 3.58946 4.99603
C30 -0.57261 -0.63381 -2.50995
H34 2.57774 -3.03818 -7.08999
N1 1.62918 -1.65427 -5.90002
C31 2.10821 -3.05849 0.77733
H35 -0.33705 -2.72169 -1.94928
H36 1.69386 4.84400 0.14610
C32 1.92803 -0.68665 -6.93252

## Properties
Electronic energy ... -2069.0171 Eh
ΔE to the lowest compared entry with this formula, charge and spin ... 7.3 kcal/mol
HOMO energy ... -6.876 eV
Frontier orbital gap ... 7.40 eV
Total charge ... 0
SMILES ... CC1(C)OB(C(c2ccc(F)cc2)c2ccc(F)cc2)OC1(C)C.Cc1ccc(-c2ccc(N(C)C)cc2)s1

=====

2.
2 unconnected molecules or ions with the total composition C32H36BF2NO2S, computed with ωB97M-V/def2-TZVPD.

Positions of all 75 atoms, in Å:
C1 0.93425 0.73608 -0.89495
H1 -1.27528 -3.03106 4.97612
H2 -2.72184 -1.46153 3.57843
C2 -3.30338 1.87483 -1.04162
H3 -1.80606 0.32625 -0.77088
H4 0.37782 -2.36603 4.90904
H5 0.39921 0.47454 3.87185
H6 3.07863 0.76233 4.22686
H7 4.15833 0.79005 2.82016
H8 -3.05514 -2.08868 -3.53037
C3 -1.04287 -1.67512 0.64592
H9 -0.89060 1.45328 3.14270
C4 -2.00975 -2.85351 -5.68913
O1 0.58142 3.34783 2.08751
H10 -3.12115 -1.49599 -1.13777
H11 -0.50182 0.80230 -2.54397
S1 0.27769 -2.19463 1.70674
C5 -1.95732 -1.60247 2.81572
C6 -1.08901 -3.01696 -3.42305
H12 0.78996 -3.97350 -2.90251
H13 0.85241 -3.11739 -0.60330
C7 2.91175 -0.62530 -1.35696
C8 -2.03949 1.39088 -0.69815
C9 -2.21999 -1.94796 -1.55540
H14 3.86629 -1.02647 -1.01333
C10 0.83073 3.07913 4.48605
H15 -4.64650 3.54772 -1.26804
H16 2.55173 0.02503 2.69224
H17 -2.08246 -1.76182 -5.80920
C11 3.47474 3.30978 3.27746
H18 4.46117 3.21666 2.80502
H19 3.08756 -1.39285 -3.39904
H20 3.07118 4.30989 3.06645
C12 -1.08006 -2.13230 -0.72444
H21 0.28072 0.63299 2.10383
H22 -0.23616 3.11061 4.72487
H23 -2.98251 -3.23186 -5.35644
C13 1.02655 2.44658 3.13110
H24 0.13719 -3.82678 -6.41810
C14 2.48883 -0.84604 -2.67457
H25 0.01121 -3.92749 4.15178
C15 0.43805 0.39974 -2.17186
H26 -2.89789 5.18329 -0.49066
H27 2.51678 0.35320 0.51020
C16 -0.01005 -2.89908 -1.23958
C17 -1.04716 2.30223 -0.30858
C18 0.17009 1.17560 3.05787
F1 0.73272 -0.66565 -4.26880
H28 0.59388 -4.65536 -4.91177
H29 1.32439 2.46570 5.25115
H30 3.62479 3.20823 4.35908
C19 -3.64776 3.21834 -0.98653
H31 -0.63488 4.38749 0.10071
C20 2.13463 0.13110 -0.48378
C21 -1.39349 3.66665 -0.20718
C22 0.38946 1.92924 -0.17493
H32 -1.78430 -3.29017 -6.66477
C23 0.28276 -3.69621 -5.34318
C24 2.55056 2.21321 2.74029
C25 -0.38351 -2.92444 4.35101
H33 1.09114 -2.96308 -5.19616
C26 -2.66469 4.11968 -0.55324
C27 -2.11272 -1.25978 1.44338
C28 -0.03200 -3.36340 -2.53711
C29 -2.20899 -2.33273 -2.88704
B1 1.28469 2.80098 1.01560
O2 2.56070 2.34735 1.30191
C30 3.10906 0.86166 3.13374
H34 0.94512 2.82837 -0.64692
F2 -4.25856 0.97144 -1.46626
N1 -0.96948 -3.24510 -4.76216
C31 1.23385 -0.36182 -3.01813
H35 1.23843 4.09200 4.51847
H36 -3.00791 -0.79691 1.03580
C32 -0.75566 -2.24278 3.09078

## Properties
Electronic energy ... -2069.0067 Eh
ΔE to the lowest compared entry with this formula, charge and spin ... 13.8 kcal/mol
HOMO energy ... -6.669 eV
Frontier orbital gap ... 7.07 eV
Total charge ... 0
SMILES ... CC1(C)OB(C(c2cccc(F)c2)c2cccc(F)c2)OC1(C)C.Cc1ccc(-c2ccc(N(C)C)cc2)s1

=====

3.
2 unconnected molecules or ions with the total composition C32H36BF3O4, computed with ωB97M-V/def2-TZVPD.

Positions of all 76 atoms, in Å:
C1 -4.57528 -1.51279 5.24350
H1 -3.38904 0.74255 5.35108
H2 2.43954 5.99408 5.35304
C2 -4.28961 -3.18548 2.94680
H3 0.65884 5.12573 4.53516
C3 -1.94776 -4.90777 3.67936
H4 0.51412 -1.83648 5.79910
C4 4.47639 -2.15293 3.36685
O1 -2.11350 -2.15799 2.55716
C5 1.93532 1.95960 4.89528
H5 -4.38148 -1.10411 6.23756
F1 5.08148 -2.30635 4.58196
C6 2.97553 -2.05938 3.48164
C7 -4.77511 3.22899 2.16438
H6 -1.86657 -3.69355 5.52601
C8 -4.10055 3.40065 3.37684
H7 2.68205 -2.15780 1.33485
C9 -2.90015 2.03184 1.14887
H8 -5.00483 -0.58993 2.08067
C10 -0.14069 1.89906 3.59602
H9 3.26033 5.63890 6.90098
H10 -4.17321 -3.74140 2.00580
C11 -4.17185 2.59991 1.04859
H11 -3.37052 -0.29693 1.40922
H12 -0.90752 0.28057 2.34789
H13 -2.43403 1.55628 0.28666
O2 -2.14504 -1.59232 4.87063
C12 1.83072 3.36416 5.08267
H14 -0.79335 3.90513 3.02539
H15 0.21123 -2.09604 1.51850
C13 -5.23616 2.47260 0.00290
H16 -2.01893 -4.78890 2.59538
C14 -2.84439 2.86506 3.44094
C15 -0.09880 3.31996 3.63107
C16 -3.40348 -1.18873 4.34036
H17 1.48183 5.48636 6.78075
H18 0.26610 -4.82400 3.58620
B1 -1.40586 -2.13267 3.78724
C17 0.98644 -1.91653 4.82171
C18 -1.24540 1.11076 2.97180
C19 2.43385 5.36941 6.25075
C20 0.78117 4.04236 4.42053
C21 2.38242 -1.95608 4.73800
H19 -4.29477 -1.72102 0.91493
H20 2.77147 1.42350 5.34538
F2 4.99452 -1.01874 2.78646
H21 -2.67152 -5.59589 4.13209
C22 -3.30757 0.30663 4.34242
C23 0.98515 1.27522 4.16975
C24 -2.28584 2.04324 2.40934
O3 -6.10078 3.48950 2.01818
H22 2.99314 -1.91555 5.63953
H23 -5.48138 -1.02501 4.85338
C25 0.19830 -1.97774 3.67090
H24 -3.98198 -3.84488 3.76814
C26 2.21320 -2.08647 2.31776
C27 0.81512 -2.04611 2.42423
H25 -4.76189 -2.59331 5.30495
H26 -4.59548 3.87560 4.22071
H27 -4.96162 2.98962 -0.92194
H28 -5.45312 1.42974 -0.26285
H29 -2.18671 0.60111 3.99103
C28 -3.47869 -1.88961 2.88968
C29 -4.06773 -1.06362 1.76447
O4 2.69313 3.98805 5.92541
C30 -1.47212 -3.75587 4.50349
C31 -6.46384 3.11976 0.65246
F3 4.86292 -3.22082 2.59600
H30 -6.75996 4.04824 0.15046
H31 -2.30977 2.99322 4.38089
H32 -4.10224 0.74165 3.72650
H33 -5.35440 -2.93736 3.07026
C32 -0.58055 -4.92857 4.26303
H34 -0.45229 -5.63151 5.08896
H35 -7.33214 2.45449 0.71914
H36 1.10812 0.20895 3.98867

## Properties
Electronic energy ... -1866.2299 Eh
ΔE to the lowest compared entry with this formula, charge and spin ... 38.6 kcal/mol
HOMO energy ... -6.428 eV
Frontier orbital gap ... 3.84 eV
Total charge ... 0